DFT (ωB97M-V with the def2-TZVPD basis set) results for C4H7BOS in the gas phase in a non-equilibrium geometry.

Properties
Energy above the lowest of the compared OMol25 structures with the same formula, charge and spin, kcal per mole: 97.98
Charge: 0
Energy, Ha: -654.765148

CARTESIAN COORDINATES (ANGSTROEM)
1 B -0.235 0.184 0.091
2 C 2.262 0.589 -0.554
3 C 3.571 0.458 -0.212
4 C -2.642 -1.023 0.559
5 C -1.760 0.190 -0.015
6 O 0.985 0.243 0.000
7 S 4.606 -0.208 0.957
8 H 2.090 1.381 -1.166
9 H 4.059 1.092 -0.917
10 H -2.193 -2.057 0.271
11 H -2.921 -1.020 1.645
12 H -3.653 -1.026 0.156
13 H -1.827 0.183 -1.115
14 H -2.342 1.013 0.300